# 1
{
  "formula": "C48H111AsF6N9O12",
  "method": "wB97M-V/def2-TZVPD",
  "spin_multiplicity": 1,
  "charge": -1,
  "orbital_gap_ev": 8.33,
  "e_lumo_ev": 2.21,
  "species": ["C", "H", "C", "H", "H", "C", "H", "N", "H", "C", "F", "H", "H", "C", "H", "H", "H", "H", "H", "H", "N", "H", "C", "H", "H", "H", "H", "C", "C", "C", "H", "H", "H", "C", "H", "C", "H", "H", "H", "H", "C", "C", "C", "N", "H", "H", "C", "C", "H", "O", "H", "H", "O", "H", "C", "H", "O", "H", "H", "H", "H", "H", "H", "C", "H", "H", "H", "C", "As", "H", "H", "C", "H", "C", "C", "H", "H", "H", "H", "F", "C", "H", "C", "H", "H", "H", "C", "O", "O", "C", "H", "H", "C", "H", "H", "H", "H", "H", "C", "C", "H", "H", "H", "F", "H", "C", "H", "C", "H", "F", "C", "H", "H", "C", "H", "O", "H", "H", "H", "O", "H", "O", "H", "H", "N", "C", "H", "O", "H", "H", "F", "H", "H", "C", "H", "H", "C", "H", "H", "H", "H", "H", "H", "F", "C", "H", "H", "H", "H", "H", "H", "O", "H", "O", "C", "H", "N", "H", "H", "N", "C", "H", "H", "H", "H", "C", "C", "H", "H", "C", "N", "H", "N", "H", "C", "H", "C", "H", "O", "C", "C", "N", "C", "H", "C", "H", "H"],
  "coordinates": [[-0.8105, -0.3333, 4.6433], [-0.9194, 5.1524, -2.2749], [-4.0813, 0.6963, 6.1665], [-5.9586, -5.2505, -3.6038], [7.1294, 0.4265, -1.3047], [3.3198, -4.7010, -1.4765], [-3.0608, 1.4567, 1.2083], [1.5292, 0.4831, -6.4905], [3.2864, -2.1106, -0.3672], [2.3193, 1.6132, 5.4031], [-1.4635, -0.9199, -0.3581], [2.7219, 1.2988, 6.3660], [-2.9324, -5.3274, -1.3640], [3.9325, 1.3894, 1.2084], [5.9980, 1.3861, 1.8573], [3.4206, -6.4153, 3.0735], [-2.5405, 6.9320, 5.3200], [1.8454, 2.3284, -4.1438], [1.8298, -0.3042, 4.4267], [3.2352, 4.0755, 5.6135], [-1.5569, 4.4644, -1.9003], [-4.5989, 1.6527, 6.0921], [-5.1676, 1.3742, 1.7476], [-5.8913, 1.7698, -3.7157], [1.8149, 3.9885, -5.0056], [-3.1921, 1.8849, 3.6531], [1.5879, -4.1967, -2.8423], [-5.1669, -4.6238, -4.0143], [7.2882, 1.3208, -0.7021], [5.4563, 1.0293, 0.9813], [-5.1182, -2.5713, -2.1979], [-1.8321, 5.4859, -0.0616], [5.6814, 0.1057, -3.6357], [0.3713, 2.8241, -2.2565], [-2.2762, -2.2207, -5.1866], [-0.7770, -1.0390, -4.1153], [-4.1785, 1.9338, -1.7887], [0.4410, 2.9096, -4.9734], [-5.5498, -4.1481, -1.5517], [-1.4890, -0.2260, -4.2574], [-4.5922, 8.3006, -1.3969], [1.1621, 0.0577, -5.4903], [-5.5714, 0.7299, -3.6494], [-1.0461, -4.0673, 4.3976], [-3.7872, -2.8408, -0.0326], [1.5892, -5.7923, -2.3801], [-0.6510, 3.5171, -1.2553], [-4.1017, 0.4735, -3.3639], [-0.1391, 2.0158, -2.7802], [-2.2378, 5.2948, 4.1053], [-4.5591, -1.4309, 3.2184], [-4.7883, 8.1722, -2.4614], [0.8953, 3.7790, -3.1508], [-0.1515, -8.4762, -1.7414], [-3.7693, 2.1151, 1.7109], [2.2188, -5.9530, 1.8744], [-0.8333, -6.8082, -0.8004], [1.6486, 4.8367, 5.8113], [0.8032, 0.1671, -3.3730], [9.4765, 5.0473, -1.6640], [2.1424, 4.2758, 4.2385], [0.6104, -8.0680, -0.2051], [1.4391, -5.1442, -5.1734], [1.3055, 3.2406, -4.3979], [0.9490, -3.8050, 1.9802], [-1.7255, 5.6338, 6.2438], [-1.1955, 2.7450, -0.7117], [-0.3421, -8.1074, -0.7335], [0.1193, -0.9610, 0.4836], [-0.7198, -3.0046, -5.1661], [-5.6222, -3.7233, -4.4266], [2.1913, 4.0405, 5.3017], [-2.7157, -2.9512, -1.4137], [7.7481, 2.2698, -1.7627], [-4.7183, -3.5457, -1.9176], [4.2826, -3.5358, -2.7330], [-4.1279, -1.1677, 1.4407], [-3.9509, 2.9264, 1.0059], [-1.8094, 3.8905, 1.9427], [-0.5472, -1.9118, 1.8642], [-1.5390, 4.0685, 4.1096], [-1.0087, -1.4422, -3.1294], [-2.1162, -0.3950, 5.3867], [4.1034, 0.9143, -3.9218], [-1.9336, -0.6936, 6.4190], [1.0308, 1.0943, 3.7475], [2.4683, -4.4913, 3.4480], [-4.0171, 7.1105, -0.8700], [-4.1998, -4.1975, -3.0821], [-0.0448, -3.9329, 3.8148], [-0.0507, 4.0993, -0.5562], [3.2803, 0.9205, 0.4717], [-1.8465, 6.0934, 5.2629], [-2.6664, -1.2219, 4.9376], [1.9890, 2.6680, 2.4439], [-3.1608, 4.5512, -0.6596], [1.7027, -6.7392, -4.5003], [-1.1353, -4.1813, -0.1810], [2.2939, -5.0013, -2.6365], [-4.2427, -0.7402, 2.4368], [-2.1247, 7.3335, -1.6031], [2.7370, -4.5378, -0.5700], [1.3853, -2.6359, 3.1852], [0.7419, -0.0603, -0.9085], [-5.4937, 1.1144, 0.7405], [8.8394, 4.2758, -2.0965], [-4.0312, -0.6071, -3.4885], [-6.4665, 0.1514, -2.6680], [-3.4576, 0.9499, -4.1030], [0.5799, -2.4750, -0.3760], [2.3056, 2.9878, 1.4512], [2.6580, -4.5171, 4.5211], [5.9520, 2.7086, -0.0996], [4.6749, -0.0065, -4.0388], [-2.6887, 0.8981, -1.7914], [8.1520, 3.4864, -1.1378], [2.3850, -2.2179, -1.8616], [2.1323, 4.0541, 1.3057], [-3.7903, 9.0151, -1.2113], [3.0453, -5.2547, -3.7936], [-1.0167, -1.5786, -6.1790], [4.1092, -1.1300, -3.4703], [3.3848, -0.1711, -1.6890], [-4.8308, -5.1645, -4.8991], [0.1670, 0.3771, 5.5042], [2.4396, -5.9589, 2.9418], [-2.1754, -6.8139, 0.7557], [3.6732, 2.8079, 1.2678], [3.9382, -5.5794, -1.2921], [-4.1740, 0.2828, -1.0833], [-0.3145, 0.6238, 1.2068], [-0.2400, 1.2803, 5.7008], [8.0922, 4.7360, -2.7431], [1.1911, -3.6982, 3.0376], [8.5179, 1.6783, -2.2583], [-0.8623, 6.5008, 5.0314], [2.2084, -5.8228, -4.8047], [-0.4668, 4.2559, 4.0505], [4.6682, -0.1290, -5.1218], [1.2881, 2.4101, -1.8368], [-0.9468, 0.1808, 3.6918], [3.3584, -3.9508, 3.1261], [1.5979, 2.5091, 0.7744], [1.6775, -0.7814, 1.3868], [-2.9003, 6.5680, -1.6242], [-3.3205, 6.4445, -2.6223], [-1.7790, 3.4126, 4.9465], [9.4760, 3.7950, -2.8391], [3.7346, 0.9025, 2.1634], [-3.2343, -0.3971, 2.6685], [1.2837, -1.3678, -4.0183], [-5.2174, 0.2547, 2.5647], [3.1686, 1.8904, 4.7787], [-2.8720, 0.8230, 5.3962], [0.6343, -0.5131, -4.2079], [-3.8488, 0.6059, 7.2275], [-3.2132, 2.6542, 2.9991], [-5.8731, 2.1338, 2.0843], [4.9749, -0.7356, -1.6548], [4.1236, -3.5120, -1.7358], [-3.5440, -3.4456, -0.9062], [-0.9391, -8.8733, -0.2385], [-2.2832, -4.5122, 1.1897], [-0.4794, -1.3476, 4.4208], [6.9140, 2.4068, -2.4509], [-1.8896, 3.2789, 2.8413], [3.9934, -1.0013, -2.0474], [5.6484, -0.0436, 0.9822], [-5.4798, 8.6710, -0.8839], [-1.3099, -6.2298, 0.4429], [-7.0919, -0.2798, -1.8201], [7.9994, 1.1919, 0.1137], [5.9596, 1.7073, -0.2316], [2.8523, -5.9558, -5.6740], [1.3841, 0.6573, 4.6815], [1.6613, -6.5683, 3.4012], [-1.8859, -4.8539, 0.2340], [-5.8628, 0.2569, -4.5872], [1.5080, 2.7927, 5.6031], [-2.3538, 5.2109, -0.9783], [3.3914, -2.2450, -1.4438], [-3.1051, -4.7807, -0.5326], [-1.2035, -2.0285, -5.2039], [-4.8036, -0.0513, 5.8387], [-3.7756, 0.9242, -1.8694], [-0.5461, -6.1780, 1.2189], [-1.1492, 2.4983, 2.6667]]
}

# 2
{
  "formula": "H16O8V",
  "method": "wB97M-V/def2-TZVPD",
  "spin_multiplicity": 4,
  "relative_energy_kcal_mol": 10.2,
  "charge": 2,
  "orbital_gap_ev": [9.17, 12.13],
  "e_lumo_ev": [-6.57, -6.58],
  "species": ["H", "H", "H", "H", "H", "H", "O", "H", "H", "H", "O", "H", "O", "V", "H", "O", "O", "H", "O", "H", "H", "H", "O", "H", "O"],
  "coordinates": [[-1.3195, 0.1704, -2.5332], [0.3345, -2.7086, -1.1272], [-1.1695, -2.7696, -1.2242], [2.1895, 1.9914, -0.3972], [-2.9995, 0.5024, -0.1722], [-0.9635, 1.6524, -2.4382], [1.7235, -0.6456, -1.1732], [1.7505, -0.0756, -1.9782], [2.6405, -0.7836, -0.9782], [1.9855, -0.3386, 2.3618], [-2.3445, -0.1436, 0.0528], [-0.8605, -2.2606, 1.2518], [-0.4265, -2.2416, -1.5002], [-0.0285, 0.2434, 0.0438], [-2.6085, -1.0016, -0.3272], [1.7655, 0.3224, 1.7398], [-0.9555, 0.8504, -1.9742], [2.2655, 1.1044, 2.0498], [1.2305, 2.0884, -0.5882], [-0.5865, 1.4604, 2.8108], [1.1575, 2.8634, -1.1472], [-1.8545, 1.6214, 1.9608], [-0.2445, -1.5656, 1.3008], [0.2315, -1.7736, 2.0888], [-0.9125, 1.4374, 1.8968]]
}

# 3
{
  "formula": "C3H3Cl4N3",
  "method": "wB97M-V/def2-TZVPD",
  "spin_multiplicity": 1,
  "relative_energy_kcal_mol": 0.0,
  "orbital_gap_ev": [8.20, 8.20],
  "e_lumo_ev": [-0.87, -0.87],
  "species": ["H", "N", "N", "C", "Cl", "H", "Cl", "Cl", "Cl", "C", "N", "C", "H"],
  "coordinates": [[-0.9268, 0.8336, -1.4496], [-0.6826, -1.0774, 1.3174], [1.4121, -0.4156, 0.9548], [1.0033, 0.6879, -0.7672], [-2.8448, -0.8623, -0.0091], [2.3282, -0.8301, 1.0236], [-1.5988, 1.3814, 1.4999], [1.9888, 0.0372, -2.0347], [1.0440, 2.3286, -0.3096], [-1.2278, -0.1078, 0.4704], [0.5504, -1.1735, 1.4115], [-0.4817, 0.1120, -0.8145], [-0.5643, -0.9139, -1.2931]]
}

# 4
{
  "formula": "C2H3P3",
  "method": "wB97M-V/def2-TZVPD",
  "smiles": "C#P=[PH]=P#C",
  "spin_multiplicity": 1,
  "relative_energy_kcal_mol": 121.5,
  "orbital_gap_ev": [7.12, 6.88],
  "e_lumo_ev": [-1.26, -1.53],
  "species": ["H", "H", "H", "C", "P", "C", "P", "P"],
  "coordinates": [[1.0983, -1.9295, 0.2178], [-0.0539, 2.3131, -1.3466], [-1.8218, -1.7480, 0.4752], [-1.2602, -0.8822, 0.2562], [-1.7216, 0.6471, 0.0557], [1.7222, -1.0127, 0.2576], [1.9583, 0.5768, 0.0714], [0.0788, 2.0355, 0.0126]]
}

# 5
{
  "formula": "C19H15N3O3S",
  "method": "wB97M-V/def2-TZVPD",
  "smiles": "O=C(N[C@H](C(=O)c1ccccc1)n1c(=O)cc[nH]c1=S)c1ccccc1",
  "spin_multiplicity": 1,
  "relative_energy_kcal_mol": 1.5,
  "orbital_gap_ev": 8.80,
  "e_lumo_ev": -0.12,
  "species": ["H", "C", "H", "H", "C", "H", "C", "C", "H", "H", "H", "C", "C", "H", "C", "S", "C", "H", "C", "N", "H", "C", "C", "C", "C", "O", "N", "C", "H", "O", "O", "H", "C", "C", "H", "N", "C", "C", "C", "H", "H"],
  "coordinates": [[-0.4665, 0.8413, -5.7371], [2.4853, 1.3235, 4.6343], [0.5336, 2.2549, 4.6764], [3.7023, -0.5532, 2.1448], [1.6594, 0.2403, 2.1589], [2.7891, 1.7492, 5.5939], [-1.1647, -4.1966, -0.5433], [-0.7904, 3.2496, -2.7523], [-1.1344, 3.2286, -6.1512], [4.3733, 0.3513, 4.2587], [-2.3951, -3.9979, 2.5136], [-0.5526, 1.8751, -2.5219], [-0.7741, -2.7822, -0.6489], [-0.9083, 3.9275, -1.9152], [-1.4810, -2.4302, 1.5849], [-1.9029, -1.5664, 2.9427], [0.8142, 1.0788, 2.9220], [-0.8580, 0.1024, 1.1101], [-0.9721, 2.8292, -5.1395], [-1.8961, -3.7507, 1.6414], [-0.9406, -4.8492, -1.3653], [-0.4766, 1.4499, -1.1266], [-1.6957, -4.6835, 0.5965], [-0.6308, 1.5095, -4.9160], [1.2505, 1.6265, 4.1311], [-0.4074, -2.3808, -1.7586], [-0.4701, 0.1114, -0.8598], [2.9368, -0.0111, 2.6732], [-0.3547, -0.5323, -1.6558], [2.0219, -0.9389, 0.1296], [-0.4520, 2.2354, -0.1900], [-0.1542, 0.0187, -3.5088], [1.1957, -0.4378, 0.8911], [-0.2918, -0.5173, 0.4485], [-1.4171, 4.6874, -4.2234], [-0.8400, -1.9082, 0.4503], [-1.0858, 3.6767, -4.0541], [-0.4113, 1.0249, -3.6388], [3.3645, 0.5169, 3.9208], [-2.0049, -5.6941, 0.6619], [-0.1974, 1.3212, 2.6220]]
}

# 6
{
  "formula": "C3H7NO2",
  "method": "wB97M-V/def2-TZVPD",
  "spin_multiplicity": 1,
  "relative_energy_kcal_mol": 93.5,
  "orbital_gap_ev": 8.94,
  "e_lumo_ev": 0.80,
  "species": ["C", "C", "O", "H", "H", "H", "H", "H", "N", "H", "C", "H", "O"],
  "coordinates": [[0.2284, 0.3209, 0.2329], [0.6894, 1.0272, -0.9151], [1.0874, 0.4329, 1.1905], [-0.6639, 0.9209, -2.4514], [-1.2590, -0.6605, 2.3465], [-1.6603, -2.0379, 1.2739], [0.0477, -1.7113, 1.7390], [0.7564, 2.0998, -0.7093], [0.3144, 0.7247, -2.2604], [0.4906, -0.2458, -2.4890], [-0.9230, -1.2691, 1.5045], [1.7157, 0.8530, 0.2116], [-0.8238, -0.4548, 0.3264]]
}

For reference, total energy by record: -6125.99217, -1555.00862, -2121.00414, -1101.83201, -1521.22265, -323.63202 Eh.